Run A
This record from OMol25 describes a cluster of 2 separate species, C6H7I in total. The level of theory is the ωB97M-V functional and the def2-TZVPD basis.

Geometry (Å):
C: 0.2425 -2.6437 -0.3249
C: -1.8141 -1.1946 0.2920
C: -0.8237 -1.9898 -0.0064
C: -1.2690 1.3362 -0.0251
C: -1.5930 0.1957 0.1706
C: -0.9564 2.7391 -0.1828
I: 5.5998 0.1869 0.0132
H: 0.9618 -2.9402 0.4241
H: 0.4355 -2.9625 -1.3399
H: 4.6079 -0.4855 1.0304
H: -2.7815 -1.5500 0.6162
H: -1.8666 3.3377 -0.1601
H: -0.4461 2.9067 -1.1299
H: -0.2970 3.0641 0.6226

Its HOMO-LUMO gap is 9.3 eV. Its SMILES is C=C=CC#CC.I.


Run B
This record from OMol25 describes a structure of composition C6H7I. The level of theory is the ωB97M-V functional and the def2-TZVPD basis.

Geometry (Å):
C: -0.2117 1.1063 0.2053
C: -0.8454 2.2255 0.0735
C: 1.2990 0.9031 0.0035
C: 1.1361 -0.5191 0.5899
C: -0.3618 -0.2813 0.5820
C: -1.3377 -0.8358 -1.0167
I: -1.5085 -0.5957 2.4313
H: 1.4304 0.8994 -1.0821
H: 2.0115 1.5819 0.5022
H: 1.5500 -1.2323 -0.0669
H: 1.2983 -0.5754 1.6384
H: -1.9188 -1.7803 -0.8927
H: -0.5571 -0.9203 -1.8748
H: -1.9843 0.0241 -1.0929

Its HOMO-LUMO gap is 8.6 eV.


How do the structures above rank in stability at the extremes? run A comes first and run B comes last.